(P)
C5H14 | ωB97M-V with the def2-TZVPD basis set

Each line ends with the Mulliken charge.
Cartesian coordinates (Å):
C1 2.001 -0.578 -0.978  -1.2919
C2 0.864 -1.138 -0.118  0.9325
C3 1.162 -1.375 1.346  -1.2551
H1 2.626 -1.395 -1.360  0.3474
H2 2.709 0.019 -0.395  0.3136
H3 1.662 -0.001 -1.835  0.3471
H4 0.085 -0.371 -0.138  -0.7034
H5 0.497 -2.016 -0.651  0.2965
H6 1.768 -0.553 1.736  0.2951
H7 0.222 -1.504 1.878  0.3337
H8 1.782 -2.240 1.605  0.3702
C4 -2.067 1.235 0.585  -0.5592
C5 -1.823 1.510 -0.878  -0.8270
H9 -1.507 0.344 0.866  0.0364
H10 -1.599 1.987 1.239  0.2488
H11 -3.094 1.215 0.939  0.3387
H12 -0.746 1.484 -1.050  0.2033
H13 -2.470 0.880 -1.492  0.2399
H14 -2.071 2.496 -1.297  0.3335

Results
Highest occupied orbital energy in eV: -11.21
Lowest unoccupied orbital energy in eV: 1.1
SMILES: CCC.CC
Net charge: 0

(Q)
C5H14 | ωB97M-V with the def2-TZVPD basis set

Each line ends with the Mulliken charge.
Cartesian coordinates (Å):
C1 -0.010 0.899 0.970  -1.3002
C2 0.439 -0.361 1.620  -0.0190
C3 -0.441 -0.653 2.865  -1.2072
H1 -1.072 0.914 0.559  0.2804
H2 0.623 1.063 0.105  0.3683
H3 0.125 1.726 1.583  0.4678
H4 0.308 -1.143 0.923  0.3415
H5 1.487 -0.191 1.895  0.1702
H6 -0.298 0.018 3.723  0.3209
H7 -1.547 -0.534 2.756  0.3167
H8 -0.295 -1.678 3.168  0.3319
C4 -0.441 -0.307 -1.949  -0.3734
C5 0.497 0.305 -3.029  -1.0545
H9 -1.441 0.094 -1.933  0.3076
H10 -0.617 -1.258 -2.292  0.3700
H11 0.081 -0.296 -0.905  -0.2564
H12 1.038 1.292 -2.915  0.3136
H13 1.480 -0.163 -3.096  0.3078
H14 0.084 0.274 -4.051  0.3140

Results
Highest occupied orbital energy in eV: -11.24
Lowest unoccupied orbital energy in eV: 1.2
SMILES: CCC.CC
Net charge: 0

(R)
C5H14 | ωB97M-V with the def2-TZVPD basis set

Each line ends with the Mulliken charge.
Cartesian coordinates (Å):
C1 -1.048 0.836 -1.476  -1.2388
C2 -0.853 -0.634 -1.177  0.2737
C3 0.122 -1.271 -2.133  -1.2209
H1 -1.270 0.964 -2.543  0.3882
H2 -1.812 1.340 -0.878  0.3141
H3 -0.126 1.404 -1.323  0.2776
H4 -1.826 -1.133 -1.232  0.2627
H5 -0.536 -0.803 -0.141  -0.0422
H6 -0.227 -1.239 -3.167  0.3487
H7 0.339 -2.310 -1.870  0.3273
H8 1.083 -0.738 -2.123  0.2989
C4 0.606 -0.150 2.574  -0.8027
C5 1.143 1.176 2.050  -0.7247
H9 -0.459 -0.103 2.830  0.2591
H10 0.801 -0.916 1.823  0.2197
H11 1.127 -0.425 3.497  0.3279
H12 0.620 1.523 1.161  0.1498
H13 1.123 1.974 2.789  0.3192
H14 2.188 1.071 1.771  0.2623

Results
Highest occupied orbital energy in eV: -11.31
Lowest unoccupied orbital energy in eV: 1.1
SMILES: CCC.CC
Net charge: 0

Order of stability, best first: (R), (P), (Q)

(P)
C5H14 | ωB97M-V with the def2-TZVPD basis set

Each line ends with the Mulliken charge.
Cartesian coordinates (Å):
C1 0.755 0.204 1.174  -0.8972
C2 0.817 -1.200 1.771  -0.2319
C3 1.701 -2.136 0.937  -1.1392
H1 -0.095 0.252 0.480  0.0495
H2 1.594 0.567 0.583  0.3565
H3 0.458 0.945 1.920  0.3367
H4 1.256 -1.156 2.770  0.2732
H5 -0.182 -1.621 1.833  0.2918
H6 1.274 -2.175 -0.077  0.2722
H7 2.707 -1.735 0.875  0.3350
H8 1.571 -3.174 1.239  0.3289
C4 -2.063 1.764 -1.293  -0.8671
C5 -1.102 1.212 -2.365  -0.7058
H9 -2.820 1.033 -1.031  0.2520
H10 -1.499 2.164 -0.446  0.2465
H11 -2.514 2.684 -1.666  0.3615
H12 -0.869 2.011 -3.070  0.2679
H13 -0.214 0.736 -1.967  0.2164
H14 -1.610 0.477 -2.997  0.2531

Results
Highest occupied orbital energy in eV: -11.28
Lowest unoccupied orbital energy in eV: 1.1
SMILES: CCC.CC
Net charge: 0

(Q)
C5H14 | ωB97M-V with the def2-TZVPD basis set

Each line ends with the Mulliken charge.
Cartesian coordinates (Å):
C1 -2.227 0.388 0.039  -1.2348
C2 -1.244 0.041 1.204  0.0600
C3 -1.357 -1.500 1.252  -1.1425
H1 -3.252 0.019 0.055  0.3496
H2 -2.272 1.489 0.123  0.3602
H3 -1.737 0.434 -0.960  0.3162
H4 -1.199 0.647 2.103  0.3892
H5 -0.299 0.492 0.829  -0.1144
H6 -0.358 -1.872 1.513  0.3200
H7 -1.709 -1.953 0.338  0.3393
H8 -1.922 -1.838 2.131  0.3505
C4 2.865 0.605 -0.737  -0.9047
C5 1.527 0.285 -1.446  -0.5845
H9 3.200 1.645 -0.859  0.2561
H10 2.764 0.416 0.332  0.2929
H11 3.650 0.097 -1.296  0.2759
H12 1.097 -0.471 -0.778  0.0819
H13 0.890 1.173 -1.377  0.1792
H14 1.583 -0.095 -2.466  0.4102

Results
Highest occupied orbital energy in eV: -10.39
Lowest unoccupied orbital energy in eV: 1.1
SMILES: CCC.CC
Net charge: 0

Order of stability, best first: (P), (Q)

(P)
C5H14 | ωB97M-V with the def2-TZVPD basis set

Each line ends with the Mulliken charge.
Cartesian coordinates (Å):
C1 -2.917 -0.882 0.080  -1.1718
C2 -2.475 0.590 0.233  -0.2046
C3 -0.952 0.817 -0.225  -1.1208
H1 -2.105 -1.543 0.409  0.3109
H2 -3.296 -1.126 -0.920  0.2845
H3 -3.698 -1.129 0.742  0.3746
H4 -2.972 1.270 -0.467  0.2304
H5 -2.602 0.881 1.262  0.2934
H6 -0.320 0.842 0.706  0.2672
H7 -0.635 -0.058 -0.756  0.3232
H8 -0.858 1.725 -0.717  0.3587
C4 2.340 0.275 -0.169  -0.6304
C5 3.519 -0.727 0.067  -0.7685
H9 2.171 0.940 0.717  0.3094
H10 2.451 1.099 -0.896  0.3528
H11 1.299 -0.143 -0.338  0.0405
H12 3.647 -1.114 -1.030  0.2317
H13 3.150 -1.599 0.593  0.2586
H14 4.253 -0.118 0.710  0.2601

Results
Highest occupied orbital energy in eV: -10.87
Lowest unoccupied orbital energy in eV: 1.1
SMILES: CCC.CC
Net charge: 0

(Q)
C5H14 | ωB97M-V with the def2-TZVPD basis set

Each line ends with the Mulliken charge.
Cartesian coordinates (Å):
C1 -1.512 -0.284 1.251  -0.9908
C2 -0.834 -1.581 1.717  -0.3189
C3 0.618 -1.746 1.186  -0.8683
H1 -1.805 -0.318 0.204  0.2592
H2 -0.801 0.541 1.371  0.2187
H3 -2.386 0.026 1.825  0.3580
H4 -0.941 -1.690 2.791  0.3342
H5 -1.344 -2.447 1.285  0.2317
H6 0.568 -2.338 0.280  0.3224
H7 1.041 -0.758 0.955  0.1544
H8 1.230 -1.955 2.068  0.2924
C4 0.463 2.202 -1.456  -0.4712
C5 1.095 1.033 -2.261  -0.8954
H9 -0.314 2.575 -2.124  0.2460
H10 0.058 1.790 -0.542  -0.0100
H11 1.237 2.923 -1.205  0.2928
H12 0.371 0.341 -2.673  0.2987
H13 1.550 0.292 -1.587  0.2361
H14 1.707 1.395 -3.085  0.3101

Results
Highest occupied orbital energy in eV: -11.33
Lowest unoccupied orbital energy in eV: 1.1
SMILES: CCC.CC
Net charge: 0

(R)
C5H14 | ωB97M-V with the def2-TZVPD basis set

Each line ends with the Mulliken charge.
Cartesian coordinates (Å):
C1 0.924 2.166 0.656  -1.0513
C2 1.267 0.671 0.159  0.1170
C3 2.563 0.637 -0.651  -1.2618
H1 0.110 2.654 0.173  0.3060
H2 1.818 2.736 0.344  0.2885
H3 0.671 2.306 1.697  0.3047
H4 0.982 0.020 1.110  0.2250
H5 0.423 0.331 -0.383  0.0222
H6 3.408 1.162 -0.426  0.4367
H7 2.952 -0.495 -0.810  0.2397
H8 2.204 0.966 -1.603  0.3561
C4 -2.075 -1.934 -0.735  -0.7006
C5 -2.231 -1.353 0.681  -0.6717
H9 -1.060 -1.737 -1.079  0.2288
H10 -2.146 -3.037 -0.701  0.2797
H11 -2.953 -1.474 -1.422  0.2016
H12 -2.766 -0.468 0.700  0.2917
H13 -1.216 -1.102 1.069  0.0645
H14 -2.875 -2.049 1.220  0.3232

Results
Highest occupied orbital energy in eV: -10.90
Lowest unoccupied orbital energy in eV: 1.1
SMILES: CCC.CC
Net charge: 0

Order of stability, best first: (Q), (P), (R)

(P)
C5H14 | ωB97M-V with the def2-TZVPD basis set

Each line ends with the Mulliken charge.
Cartesian coordinates (Å):
C1 -2.411 -1.878 -1.013  -1.3162
C2 -1.042 -1.246 -0.806  0.0387
C3 -0.046 -2.286 -0.256  -1.0618
H1 -2.725 -2.403 -0.112  0.3530
H2 -2.383 -2.596 -1.833  0.3128
H3 -3.166 -1.118 -1.223  0.3532
H4 -0.668 -0.760 -1.707  0.3161
H5 -1.113 -0.407 -0.107  0.1113
H6 0.554 -2.645 -1.100  0.2682
H7 0.622 -1.956 0.538  0.2990
H8 -0.512 -3.198 0.124  0.3266
C4 1.136 1.940 0.903  -0.6333
C5 2.065 3.142 0.926  -0.9641
H9 0.350 2.114 1.635  0.2771
H10 0.710 1.807 -0.093  0.2166
H11 1.625 1.002 1.160  0.2501
H12 3.111 2.941 0.705  0.2931
H13 2.103 3.549 1.944  0.2677
H14 1.791 3.999 0.314  0.2919

Results
Highest occupied orbital energy in eV: -11.26
Lowest unoccupied orbital energy in eV: 1.1
SMILES: CCC.CC
Net charge: 0

(Q)
C5H14 | ωB97M-V with the def2-TZVPD basis set

Each line ends with the Mulliken charge.
Cartesian coordinates (Å):
C1 0.261 -0.307 -1.928  -1.0592
C2 1.642 -0.908 -1.789  -0.0857
C3 2.506 -0.371 -0.677  -1.0946
H1 -0.328 -0.434 -2.822  0.3692
H2 -0.433 -0.590 -1.120  0.1621
H3 0.325 0.775 -1.792  0.3112
H4 1.577 -1.977 -1.557  0.2354
H5 2.076 -0.863 -2.800  0.2686
H6 2.412 -0.968 0.234  0.2771
H7 3.593 -0.269 -0.724  0.3282
H8 2.298 0.647 -0.299  0.2830
C4 -1.555 1.240 1.675  -0.5577
C5 -2.440 0.106 2.130  -0.9015
H9 -0.792 0.928 0.967  0.0318
H10 -2.099 2.030 1.149  0.2704
H11 -1.085 1.778 2.498  0.2889
H12 -2.790 -0.649 1.410  0.2994
H13 -1.865 -0.592 2.758  0.2683
H14 -3.302 0.426 2.687  0.3049

Results
Highest occupied orbital energy in eV: -11.16
Lowest unoccupied orbital energy in eV: 1.1
SMILES: CCC.CC
Net charge: 0

(R)
C5H14 | ωB97M-V with the def2-TZVPD basis set

Each line ends with the Mulliken charge.
Cartesian coordinates (Å):
C1 2.016 1.405 0.400  -1.1155
C2 0.607 1.343 -0.199  -0.0428
C3 0.709 2.567 -1.264  -1.2296
H1 2.186 2.418 0.743  0.3372
H2 2.738 1.121 -0.338  0.3145
H3 2.118 0.719 1.269  0.2970
H4 0.316 0.320 -0.810  0.1042
H5 -0.210 1.496 0.466  0.3014
H6 1.048 3.360 -0.688  0.3888
H7 1.421 2.452 -2.088  0.3334
H8 -0.292 2.835 -1.686  0.3071
C4 -2.095 -2.392 -0.006  -0.7552
C5 -1.151 -2.847 1.033  -0.8855
H9 -3.110 -2.805 0.162  0.2671
H10 -2.187 -1.290 -0.072  0.2058
H11 -1.845 -2.464 -1.109  0.2791
H12 -0.717 -2.035 1.642  0.2514
H13 -0.264 -3.310 0.802  0.3717
H14 -1.713 -3.279 1.922  0.2699

Results
Highest occupied orbital energy in eV: -10.96
Lowest unoccupied orbital energy in eV: 1.1
SMILES: CCC.CC
Net charge: 0

(S)
C5H14 | ωB97M-V with the def2-TZVPD basis set

Each line ends with the Mulliken charge.
Cartesian coordinates (Å):
C1 0.545 2.174 -0.754  -1.3017
C2 -0.274 0.884 -0.613  0.4606
C3 -1.293 0.927 -1.760  -1.2592
H1 -0.212 2.958 -0.653  0.3214
H2 1.041 2.386 -1.698  0.3774
H3 1.239 2.231 0.088  0.3202
H4 0.245 -0.064 -0.615  -0.1434
H5 -0.680 1.047 0.389  0.1448
H6 -0.710 1.087 -2.673  0.3004
H7 -1.836 -0.013 -1.937  0.3473
H8 -2.104 1.650 -1.674  0.3413
C4 0.931 -2.201 0.942  -0.7702
C5 0.043 -1.619 2.030  -0.7648
H9 0.396 -2.868 0.263  0.2721
H10 1.331 -1.375 0.355  0.2206
H11 1.821 -2.743 1.265  0.3259
H12 -0.815 -1.070 1.647  0.2257
H13 -0.330 -2.388 2.706  0.3323
H14 0.661 -1.003 2.692  0.2491

Results
Highest occupied orbital energy in eV: -11.32
Lowest unoccupied orbital energy in eV: 1.1
SMILES: CCC.CC
Net charge: 0

Order of stability, best first: (P), (S), (Q), (R)